1.
Below is a structure of composition C7H16BINO2PS, with properties calculated with ωB97M-V with the def2-TZVPD basis set.

Geometry (Å):
C: 0.5039 0.7360 -1.3764
C: 1.0438 -0.0395 -0.1747
C: 1.6058 0.9273 0.8885
I: 0.7983 0.4097 2.8552
B: 3.1571 0.9618 1.0875
P: 4.5193 0.7411 -0.2818
O: 5.5777 -0.3062 0.3185
O: 5.4242 2.0716 -0.1574
S: 3.9481 0.4108 -2.0849
H: 1.2042 1.5246 -1.6516
H: -0.4358 1.2282 -1.1201
H: 0.3455 0.0950 -2.2383
H: 1.8033 -0.7480 -0.5032
H: 0.2344 -0.6226 0.2597
H: 1.2386 1.9354 0.6959
H: 3.5838 1.2078 2.1710
H: 5.1630 -1.1216 0.6122
H: 4.9125 2.8121 0.1795
C: -4.6593 -1.8257 0.7145
C: -3.6025 -0.7303 0.7844
C: -3.2616 -0.1321 -0.5843
C: -2.7150 -1.1457 -1.4860
N: -2.2831 -1.9766 -2.1497
H: -4.3179 -2.6688 0.1129
H: -4.8860 -2.2018 1.7116
H: -5.5864 -1.4504 0.2775
H: -2.6910 -1.1273 1.2355
H: -3.9543 0.0738 1.4329
H: -2.5218 0.6612 -0.4799
H: -4.1490 0.3002 -1.0489

Summary:
LUMO   -1.46 eV
HOMO level   -9.019 eV
Frontier orbital gap   7.6 eV
Largest force on an atom   0.803 eV Å⁻¹
Net charge   0



2.
Below is an isolated molecule of C7H16BrNO4Si, with properties calculated with ωB97M-V with the def2-TZVPD basis set.

Geometry (Å):
C: 0.5045 1.6916 -2.8608
O: 0.2170 1.6929 -1.4889
Si: -0.8384 0.8343 -0.6196
O: -1.7880 1.6800 0.3689
C: -2.6349 2.7351 -0.2364
O: -1.6508 -0.0758 -1.7964
C: -2.4903 -1.2030 -1.7755
O: 0.1217 -0.1379 0.2843
C: -0.0368 -0.8292 1.4233
N: -1.2540 -1.1609 1.6209
Br: -1.6423 -2.3409 3.0269
C: 1.2225 -1.2577 2.0262
C: 1.7925 0.0148 2.6820
C: 2.1679 -1.8446 0.9416
H: 0.0414 2.5385 -3.2601
H: 0.1246 0.7837 -3.2255
H: 1.6205 1.7103 -3.0951
H: -3.5749 2.7049 0.3396
H: -2.9972 2.4009 -1.1876
H: -2.0047 3.6630 -0.0563
H: -2.7115 -1.5592 -2.7151
H: -3.2806 -0.9826 -1.1031
H: -2.0994 -2.1227 -1.2983
H: 0.9381 -2.1352 2.6986
H: 2.7622 -0.2266 2.9088
H: 1.7704 0.6594 1.8544
H: 1.1409 0.2454 3.4801
H: 3.1264 -1.4987 1.2670
H: 2.0607 -2.8832 1.1413
H: 1.9526 -1.6974 -0.1071

Summary:
LUMO   0.80 eV
HOMO level   -9.351 eV
Frontier orbital gap   10.2 eV
Largest force on an atom   3.311 eV Å⁻¹
Net charge   0



3.
Below is a structure of composition C7H16CaF6IN4O3SSb, with properties calculated with ωB97M-V with the def2-TZVPD basis set.

Geometry (Å):
Ca: -0.1441 -0.0468 0.1504
N: 1.9442 -0.1445 1.4837
C: 2.8045 -1.3478 1.4794
C: 2.0915 -2.5595 2.0647
C: 0.9897 -3.1629 1.2028
N: -0.2116 -2.3023 1.1674
H: 2.4957 0.6719 1.2378
H: 1.5954 0.0348 2.4245
H: 3.7232 -1.1705 2.0433
H: 3.0922 -1.5561 0.4466
H: 1.6848 -2.3030 3.0504
H: 2.8393 -3.3346 2.2391
H: 0.7446 -4.1576 1.5824
H: 1.3502 -3.2864 0.1789
H: -0.5204 -2.0971 2.1158
H: -0.9807 -2.8054 0.7344
C: -2.5735 2.2302 3.0440
S: -1.3642 1.0839 2.4912
O: -2.0351 0.0865 1.6117
O: -0.7278 0.4917 3.6396
O: -0.4149 1.8283 1.6146
H: -3.2689 1.7006 3.6901
H: -3.0813 2.6414 2.1755
H: -2.0544 3.0085 3.5983
F: -0.3581 -1.2230 -1.9153
Sb: 1.1008 -0.6752 -3.0845
F: 1.2937 0.6472 -1.6330
F: 2.2062 -1.7894 -2.0708
F: 2.5073 0.1342 -3.9859
F: 0.6979 -1.9764 -4.3412
F: -0.1279 0.5354 -3.8769
I: -3.4878 2.4471 -4.9912
C: -2.3530 2.3369 -3.3814
C: -1.1653 3.0778 -3.1180
N: -0.7020 2.6146 -1.9917
N: -1.4506 1.5842 -1.4665
C: -2.4395 1.4102 -2.2853
H: -0.6855 3.8600 -3.6841
H: 0.1651 2.8672 -1.5333
H: -3.1797 0.6459 -2.1075

Summary:
LUMO (spin up / spin down)   -3.46 / -7.97 eV
2S+1   2
HOMO level (spin up / spin down)   -12.613 / -12.612 eV
Frontier orbital gap (spin up / spin down)   9.2 / 4.6 eV
Largest force on an atom   0.524 eV Å⁻¹
Net charge   +1